The following is a quantum chemistry calculation of C14H16O2 in the gas phase, from OMol25.

ORCA input file:
```
! RIJCOSX wB97M-V def2-TZVPD def2/J DEFGRID3
* xyz 0 1
C -1.401 -3.195 -0.705
C -0.606 -2.144 -0.767
C -1.096 -0.731 -0.783
H -0.928 -0.295 -1.772
H -2.173 -0.714 -0.604
C -0.415 0.182 0.263
C 1.097 0.230 0.152
C 1.849 0.535 1.282
C 3.227 0.636 1.214
C 3.879 0.445 0.009
C 3.139 0.165 -1.126
C 1.761 0.063 -1.057
H 1.210 -0.146 -1.961
H 3.637 0.026 -2.075
H 4.955 0.520 -0.047
H 3.791 0.868 2.106
H 1.353 0.701 2.228
C -0.795 -0.358 1.636
O -1.493 0.193 2.445
O -0.264 -1.565 1.863
H -0.547 -1.898 2.729
C -0.931 1.633 0.095
C -2.421 1.735 0.015
C -3.075 2.199 -1.033
H -4.149 2.272 -1.050
H -2.562 2.534 -1.921
H -2.951 1.410 0.899
H -0.584 2.214 0.953
H -0.481 2.052 -0.808
H 0.466 -2.273 -0.821
H -1.018 -4.201 -0.713
H -2.473 -3.094 -0.645
*
```

* electronic energy: -18871.917 eV
* structure (SMILES): C=CCC(CC=C)(C(=O)O)c1ccccc1
* E_HOMO: -9.2 eV
* frontier orbital gap: 10.0 eV



The following is a quantum chemistry calculation of a molecular structure, C26H26BF4O3, from OMol25.

ORCA input file:
```
! RIJCOSX wB97M-V def2-TZVPD def2/J DEFGRID3
* xyz 1 1
C 5.962 0.860 1.747
C 4.620 0.525 1.263
C 3.731 -0.383 1.807
C 2.757 -0.618 0.791
C 2.991 0.234 -0.287
B 2.854 0.160 -1.987
O 2.513 -1.022 -2.603
C 1.143 -0.552 -2.957
C 0.722 -1.172 -4.283
C 0.297 -1.121 -1.852
C 1.187 1.048 -2.996
C 0.445 1.630 -4.181
C 0.641 1.957 -1.910
O 2.632 1.286 -2.826
O 4.202 0.939 0.034
H 6.442 -0.062 2.125
H 6.653 1.297 1.009
H 5.872 1.542 2.603
H 3.856 -0.891 2.760
H 1.948 -1.332 0.812
H -0.360 -1.021 -4.432
H 1.214 -0.740 -5.164
H 0.920 -2.247 -4.275
H -0.753 -0.812 -1.910
H 0.390 -2.218 -1.956
H 0.704 -0.830 -0.868
H -0.660 1.541 -4.028
H 0.664 2.697 -4.225
H 0.626 1.129 -5.129
H 1.165 1.856 -0.925
H 0.878 3.013 -2.244
H -0.424 1.830 -1.812
F -4.576 0.229 -2.477
C -3.690 1.018 -1.767
C -3.594 2.373 -2.082
C -2.661 3.103 -1.350
F -2.372 4.371 -1.798
C -1.885 2.561 -0.331
C -1.862 1.135 -0.182
C -0.800 0.451 0.585
C -1.202 -0.736 1.292
C -0.878 -1.005 2.632
C -1.650 -1.755 3.624
C -1.542 -1.387 5.003
C -2.479 -1.856 5.917
F -2.514 -1.305 7.175
C -3.446 -2.805 5.593
C -3.414 -3.291 4.287
F -4.315 -4.278 3.944
C -2.529 -2.838 3.310
C -2.918 0.395 -0.800
H -4.167 2.788 -2.902
H -1.149 3.191 0.186
H 0.019 1.062 0.979
H -1.742 -1.543 0.758
H 0.102 -0.618 2.957
H -0.789 -0.660 5.313
H -4.171 -3.178 6.308
H -2.511 -3.287 2.316
H -3.098 -0.659 -0.591
*
```

* electronic energy: -45062.464 eV
* E_HOMO: -10.8 eV
* frontier orbital gap: 4.3 eV



The following is a quantum chemistry calculation of a molecular structure, C23H14Cl4I2MoN5O8S, from OMol25.

ORCA input file:
```
! RIJCOSX wB97M-V def2-TZVPD def2/J DEFGRID3
* xyz -1 1
Mo -0.043 -0.051 -0.037
C -0.828 4.541 2.606
N -1.297 4.281 1.260
C -1.628 5.229 0.311
C -1.919 4.578 -0.820
N -1.773 3.207 -0.570
C -1.368 3.040 0.727
S -1.082 1.649 1.609
C -1.836 2.283 -1.641
C -2.681 2.607 -2.694
C -2.525 1.980 -3.916
C -1.510 1.056 -4.046
C -0.821 0.686 -2.907
N -1.000 1.240 -1.700
H -1.046 5.576 2.858
H 0.245 4.357 2.669
H -1.328 3.875 3.305
H -1.609 6.285 0.516
H -2.168 4.966 -1.789
H -3.436 3.366 -2.548
H -3.184 2.209 -4.744
H -1.296 0.560 -4.981
H -0.095 -0.117 -2.946
Cl 3.272 -1.189 5.991
C 2.145 -1.157 4.680
C 0.893 -1.750 4.838
Cl 0.455 -2.497 6.335
C -0.017 -1.730 3.775
Cl -1.593 -2.420 3.916
C 0.349 -1.142 2.584
O -0.416 -1.046 1.503
C 1.598 -0.497 2.413
O 1.762 0.081 1.275
C 2.498 -0.529 3.483
Cl 4.033 0.238 3.287
I -2.875 -1.727 -2.116
C -2.140 -0.777 -0.308
H -2.324 -1.559 0.420
H -2.888 -0.001 -0.135
I 1.010 -2.301 -1.229
O 1.204 3.048 -0.580
C 1.736 2.124 -1.186
O 1.437 0.877 -1.144
C 2.865 2.432 -2.140
C 3.440 1.428 -2.905
C 4.455 1.764 -3.789
C 4.910 3.060 -3.924
C 4.312 4.039 -3.155
C 3.294 3.742 -2.264
N 4.764 5.424 -3.299
O 4.193 6.278 -2.652
O 5.682 5.646 -4.062
N 5.067 0.719 -4.620
O 6.018 1.033 -5.312
O 4.585 -0.390 -4.575
H 3.107 0.403 -2.807
H 5.706 3.297 -4.612
H 2.834 4.518 -1.670
*
```

* electronic energy: -126890.030 eV
* E_HOMO (spin up / spin down): -4.4 / -4.4 eV
* frontier orbital gap (spin up / spin down): 5.4 / 5.4 eV



The following is a quantum chemistry calculation of a molecular structure, C53H43Br2N6O2P3S2Se2Tl, from OMol25.

ORCA input file:
```
! RIJCOSX wB97M-V def2-TZVPD def2/J DEFGRID3
* xyz 1 1
Tl -26.402 3.276 -1.710
Br -24.978 1.600 -4.757
C -23.139 0.930 -4.340
Br -22.652 1.384 -2.534
H -22.462 1.476 -5.005
H -23.165 -0.144 -4.467
Se -19.311 5.123 1.115
P -21.227 4.531 2.046
C -21.490 5.552 3.520
C -22.659 6.318 3.688
C -22.932 6.945 4.889
C -21.971 6.904 5.873
C -20.719 6.344 5.682
C -20.487 5.649 4.512
C -20.779 2.786 2.332
C -20.659 1.972 1.172
C -20.298 0.657 1.275
C -19.914 0.131 2.484
C -19.920 0.947 3.597
C -20.410 2.264 3.565
C -22.714 4.567 0.997
C -24.176 4.565 1.245
N -24.732 5.077 0.127
N -23.805 5.520 -0.726
N -22.600 5.220 -0.234
P -25.343 3.487 2.101
Se -25.017 1.622 0.975
C -25.058 2.891 3.769
C -23.754 2.835 4.255
C -23.493 2.282 5.544
C -24.587 1.740 6.243
C -25.864 1.739 5.715
C -26.122 2.363 4.503
C -26.811 4.642 2.290
C -26.729 5.445 3.595
C -27.547 6.501 4.001
C -28.574 7.071 3.262
C -29.228 6.448 2.199
C -29.331 5.065 1.898
H -23.368 6.384 2.850
H -23.893 7.486 4.997
H -22.226 7.339 6.843
H -19.994 6.323 6.494
H -19.513 5.183 4.294
H -20.863 2.402 0.199
H -20.329 0.041 0.360
H -19.667 -0.938 2.622
H -19.486 0.588 4.541
H -20.492 2.766 4.529
H -22.940 3.215 3.606
H -22.425 2.125 5.820
H -24.414 1.265 7.217
H -26.683 1.208 6.200
H -27.122 2.487 4.075
H -25.864 5.171 4.176
H -27.262 6.893 4.995
H -28.978 8.018 3.600
H -29.667 7.073 1.415
H -29.991 4.753 1.054
O -28.502 -1.127 -6.971
C -29.568 -1.104 -6.110
O -30.679 -1.278 -6.567
C -29.314 -0.778 -4.712
C -28.077 -0.872 -4.105
C -27.871 -0.300 -2.870
C -28.881 0.479 -2.287
C -30.173 0.553 -2.901
C -30.393 -0.129 -4.062
N -28.605 1.219 -1.173
C -29.474 1.552 -0.291
C -29.217 2.341 0.838
C -30.164 2.117 1.904
C -30.173 2.922 2.961
C -29.256 4.041 2.986
C -28.173 4.102 1.967
N -28.183 3.154 0.935
H -27.684 -0.754 -6.557
H -27.242 -1.365 -4.594
H -26.908 -0.351 -2.345
H -30.933 1.109 -2.328
H -31.380 -0.250 -4.522
H -30.567 1.327 -0.338
H -30.842 1.251 1.827
H -30.845 2.703 3.790
H -29.056 4.459 3.951
H -26.654 5.395 1.424
N -27.907 6.999 -1.598
C -27.632 6.395 -0.612
H -27.841 7.126 -2.641
S -27.992 7.375 -5.021
P -28.201 5.487 -5.519
S -28.502 4.060 -4.170
C -29.673 5.305 -6.610
C -30.755 4.471 -6.352
C -31.615 4.167 -7.427
C -31.498 4.883 -8.607
C -30.603 5.959 -8.739
C -29.659 6.100 -7.735
C -26.840 5.155 -6.661
C -27.030 4.269 -7.740
C -25.987 4.050 -8.602
C -24.752 4.619 -8.404
C -24.556 5.494 -7.357
C -25.615 5.797 -6.519
H -30.789 3.915 -5.448
H -32.337 3.370 -7.299
H -32.120 4.633 -9.480
H -30.582 6.578 -9.641
H -28.876 6.873 -7.857
H -27.994 3.752 -7.890
H -26.155 3.453 -9.531
H -23.896 4.360 -9.050
H -23.577 5.984 -7.206
H -25.492 6.528 -5.736
*
```

* electronic energy: -393690.291 eV
* E_HOMO (spin up / spin down): -9.7 / -9.7 eV
* frontier orbital gap (spin up / spin down): 3.9 / 4.5 eV



The following is a quantum chemistry calculation of 5 unconnected molecules or ions with the total composition CH11O5, from OMol25.

ORCA input file:
```
! RIJCOSX wB97M-V def2-TZVPD def2/J DEFGRID3
* xyz -1 1
C 2.637 -0.383 0.403
O 2.222 -1.622 1.181
H 3.685 -0.687 -0.060
H 2.618 0.384 1.127
H 1.926 -0.124 -0.389
H -1.787 1.388 -0.250
H -3.003 1.612 0.512
O -2.709 1.832 -0.380
H 1.341 -1.460 0.706
H -0.211 0.181 0.753
O -0.568 -0.574 0.242
H -1.507 2.552 -1.933
H -0.578 2.483 -3.170
O -1.338 2.980 -2.818
H -0.748 -3.618 1.189
H -0.911 -2.045 1.163
O -1.068 -2.898 1.721
*
```

* electronic energy: -11452.689 eV
* E_HOMO: -4.6 eV
* frontier orbital gap: 8.3 eV



The following is a quantum chemistry calculation of a gas-phase ion, C3H9N2OS (charge +1), from OMol25.

ORCA input file:
```
! RIJCOSX wB97M-V def2-TZVPD def2/J DEFGRID3
* xyz 1 1
C -1.283 1.041 -0.873
C -1.456 -1.337 -0.355
C 1.240 0.307 1.701
N 1.603 1.264 -0.757
N -0.795 -0.042 -0.424
O 1.481 -1.453 -0.513
S 1.205 0.022 -0.103
H -0.602 2.011 -0.739
H -2.139 1.016 -1.407
H -1.990 -1.635 -1.373
H -2.274 -1.436 0.419
H -0.753 -2.005 -0.217
H 1.270 1.429 1.807
H 0.320 -0.166 2.263
H 1.970 -0.356 2.164
H 2.204 1.341 -1.596
*
```

* electronic energy: -19108.786 eV
* structure (SMILES): C=[N+](C)[S@](C)(=N)=O
* E_HOMO: -15.7 eV
* frontier orbital gap: 10.9 eV



The following is a quantum chemistry calculation of a molecular structure, C37H33AgBrN2P2, from OMol25.

ORCA input file:
```
! RIJCOSX wB97M-V def2-TZVPD def2/J DEFGRID3
* xyz 1 1
Ag 2.210 -0.694 -0.590
C -0.756 1.322 -1.064
N -1.563 0.562 -0.151
C -1.705 -0.853 -0.391
P -0.181 -1.746 -0.992
C -0.379 -1.672 -2.801
C -1.576 -1.991 -3.437
C -1.676 -1.891 -4.812
C -0.583 -1.489 -5.564
C 0.617 -1.184 -4.940
C 0.714 -1.272 -3.563
C -0.636 -3.457 -0.569
C -0.583 -4.483 -1.508
C -0.778 -5.794 -1.111
C -1.012 -6.095 0.221
C -1.040 -5.079 1.164
C -0.843 -3.768 0.774
C -2.602 1.203 0.541
C -3.751 0.521 0.949
C -4.763 1.177 1.628
C -4.668 2.527 1.912
C -3.528 3.209 1.526
C -2.508 2.559 0.858
P 1.016 1.533 -0.440
C 1.640 3.045 -1.219
C 1.244 3.441 -2.494
C 1.889 4.498 -3.114
C 2.918 5.170 -2.473
C 3.321 4.770 -1.209
C 2.706 3.696 -0.596
C 0.764 1.906 1.326
C 0.535 0.801 2.144
C 0.371 0.963 3.506
C 0.455 2.227 4.071
C 0.689 3.327 3.264
C 0.821 3.174 1.894
H -1.182 2.315 -1.232
H -0.692 0.799 -2.028
H -2.512 -1.074 -1.114
H -1.960 -1.332 0.561
H -2.425 -2.331 -2.859
H -2.608 -2.133 -5.300
H -0.664 -1.417 -6.637
H 1.472 -0.882 -5.525
H 1.655 -1.026 -3.058
H -0.388 -4.255 -2.546
H -0.739 -6.584 -1.844
H -1.166 -7.118 0.526
H -1.210 -5.310 2.204
H -0.836 -2.979 1.516
H -3.892 -0.527 0.736
H -5.639 0.621 1.926
H -5.468 3.037 2.424
H -3.426 4.261 1.745
H -1.627 3.123 0.595
H 0.447 2.921 -3.007
H 1.593 4.794 -4.109
H 3.418 5.992 -2.964
H 4.124 5.285 -0.705
H 3.053 3.347 0.367
H 0.511 -0.191 1.694
H 0.186 0.103 4.131
H 0.350 2.355 5.138
H 0.778 4.311 3.702
H 0.994 4.039 1.272
Br 4.446 0.552 1.377
C 3.507 -0.881 2.189
C 3.382 -0.957 3.565
C 2.620 -1.996 4.077
C 2.069 -2.925 3.206
C 2.307 -2.782 1.852
N 2.992 -1.761 1.342
H 3.856 -0.226 4.201
H 2.473 -2.080 5.142
H 1.466 -3.744 3.566
H 1.957 -3.508 1.133
*
```

* electronic energy: -134499.504 eV
* E_HOMO: -10.1 eV
* frontier orbital gap: 7.6 eV



The following is a quantum chemistry calculation of a molecular structure, C36H29BrClINPPd, from OMol25.

ORCA input file:
```
! RIJCOSX wB97M-V def2-TZVPD def2/J DEFGRID3
* xyz 0 1
Pd -0.265 0.923 1.015
I -1.269 4.043 5.541
C -1.280 2.107 4.729
C -0.511 1.097 5.285
C -0.530 -0.157 4.692
C -1.323 -0.349 3.571
N -2.081 0.621 3.050
C -2.051 1.825 3.609
H 0.095 1.292 6.159
H 0.068 -0.967 5.087
H -1.342 -1.294 3.038
H -2.658 2.593 3.142
C -3.597 -3.648 0.507
C -2.469 -4.110 -0.160
C -1.441 -3.237 -0.469
C -1.525 -1.886 -0.114
C -2.656 -1.436 0.561
C -3.686 -2.314 0.869
P -0.188 -0.695 -0.520
C -0.493 -0.252 -2.250
C -0.247 1.052 -2.663
C -0.429 1.409 -3.990
C -0.861 0.465 -4.907
C -1.111 -0.839 -4.502
C -0.926 -1.201 -3.177
C 1.253 -1.795 -0.609
C 2.036 -1.950 -1.746
C 3.087 -2.857 -1.750
C 3.357 -3.615 -0.623
C 2.591 -3.449 0.525
C 1.555 -2.535 0.537
H -4.399 -4.333 0.752
H -2.390 -5.153 -0.437
H -0.558 -3.610 -0.973
H -2.705 -0.405 0.887
H -4.557 -1.952 1.401
H 0.068 1.791 -1.938
H -0.244 2.429 -4.300
H -1.010 0.747 -5.942
H -1.453 -1.573 -5.220
H -1.129 -2.215 -2.862
H 1.823 -1.376 -2.639
H 3.693 -2.967 -2.640
H 4.168 -4.331 -0.635
H 2.806 -4.031 1.412
H 0.959 -2.399 1.433
Br -3.676 6.096 -1.726
C -2.755 4.606 -0.969
C -1.416 4.722 -0.640
C -0.756 3.625 -0.105
C -1.399 2.405 0.125
C -2.751 2.334 -0.215
C -3.432 3.419 -0.757
H -0.893 5.656 -0.799
H 0.293 3.754 0.147
H -3.312 1.417 -0.071
H -4.480 3.338 -1.015
Cl 5.763 -0.101 -2.389
C 4.653 0.273 -1.108
C 3.766 1.328 -1.261
C 2.865 1.602 -0.253
C 2.807 0.824 0.925
C 1.825 1.089 1.918
C 3.737 -0.229 1.043
C 4.648 -0.500 0.046
H 3.784 1.921 -2.165
H 2.165 2.419 -0.378
H 1.889 0.579 2.873
H 1.424 2.117 1.956
H 3.726 -0.839 1.938
H 5.348 -1.318 0.142
*
```

* electronic energy: -142725.536 eV
* E_HOMO (spin up / spin down): -6.7 / -6.9 eV
* frontier orbital gap (spin up / spin down): 5.7 / 6.3 eV



Number 1: F_max 0.5 eV Å⁻¹. Number 2: F_max 3.6 eV Å⁻¹. Number 3: F_max 1.1 eV Å⁻¹. Number 4: F_max 4.7 eV Å⁻¹. Number 5: F_max 4.3 eV Å⁻¹. Number 6: F_max 6.3 eV Å⁻¹. Number 7: F_max 0.6 eV Å⁻¹. Number 8: F_max 1.5 eV Å⁻¹.